1.
The following is a quantum chemistry calculation of ClFe2H2O as an isolated structure, from OMol25.

Geometry as XYZ:
```
6
Properties=species:S:1:pos:R:3:forces:R:3
Fe -0.717 1.801 2.333 -0.09 -0.43 -1.05
Fe -1.649 1.031 -2.456 0.05 -0.02 0.24
Cl -1.074 1.052 -0.001 0.04 0.46 0.76
O 1.500 -1.431 0.136 0.02 0.26 0.22
H 0.648 -1.811 0.351 -0.19 -0.41 0.06
H 1.292 -0.641 -0.363 0.16 0.14 -0.23
```
Forces are in eV/Å.

2S+1 = 10
total charge = +2
expectation value of S² = 24.776



2.
The following is a quantum chemistry calculation of a 8-piece molecular cluster, ClH14O7 overall, from OMol25.

Geometry as XYZ:
```
22
Properties=species:S:1:pos:R:3:forces:R:3
Cl -0.396 0.219 0.037 0.15 -0.15 -0.11
O 1.256 0.362 -2.782 -0.05 -0.01 0.26
H 0.753 0.354 -1.943 0.16 0.05 -0.23
H 2.171 0.263 -2.501 -0.04 0.00 0.00
O 1.586 -1.295 2.514 0.22 -0.16 -0.07
H 0.985 -2.053 2.509 -0.05 0.17 0.01
H 1.538 -0.973 1.604 -0.13 0.11 0.10
O -0.519 -2.860 1.097 0.22 0.19 0.03
H 0.208 -3.228 0.581 -0.11 0.02 -0.06
H -0.470 -1.897 0.912 -0.25 -0.21 -0.15
O -1.049 2.378 2.469 -0.08 -0.21 -0.13
H -2.005 2.451 2.392 0.04 -0.02 -0.01
H -0.824 1.671 1.833 0.04 0.25 0.12
O 2.292 1.910 1.064 0.14 -0.20 -0.18
H 1.682 1.509 0.423 -0.08 0.12 0.27
H 2.224 1.334 1.834 -0.10 0.08 -0.01
O -1.216 -2.161 -2.418 0.08 -0.01 0.20
H -0.822 -1.371 -2.015 -0.08 -0.10 -0.12
H -1.584 -2.625 -1.657 -0.01 0.06 -0.01
O -2.176 1.887 -2.282 0.09 0.03 0.11
H -2.039 2.780 -1.951 0.02 -0.04 -0.01
H -1.592 1.348 -1.720 -0.18 0.02 -0.02
```
Forces are in eV/Å.

total charge = -1
energy above the lowest of the compared OMol25 structures with the same formula, charge and spin = 3.44 kcal/mol



no.,total energy (Ha)
1,-3063.16477
2,-995.40655